Record 1
{"formula": "C52H43MnN4OS6Te", "method": "ωB97M-V with the def2-TZVPD basis set", "symbols": ["Mn", "S", "C", "C", "C", "C", "C", "C", "N", "C", "C", "C", "C", "C", "C", "C", "C", "N", "C", "C", "C", "C", "C", "S", "C", "H", "H", "H", "H", "H", "H", "H", "H", "H", "H", "H", "H", "S", "C", "N", "C", "C", "N", "C", "C", "C", "C", "C", "C", "C", "C", "S", "C", "C", "C", "C", "C", "C", "C", "H", "H", "H", "H", "H", "H", "H", "H", "H", "H", "H", "H", "H", "H", "H", "H", "H", "H", "Te", "C", "C", "C", "C", "C", "C", "C", "C", "C", "C", "C", "C", "H", "H", "H", "H", "H", "H", "H", "H", "H", "H", "C", "O", "C", "S", "S", "H", "H", "H"], "coordinates": [[0.31019, 0.56329, 0.31610], [-2.03275, 3.85806, 6.14041], [-1.63358, 3.00347, 7.55366], [-1.01028, 1.82000, 7.28360], [-0.85015, 1.60300, 5.90218], [-1.35592, 2.62303, 5.12846], [-1.38326, 2.73105, 3.67979], [-0.70866, 1.78390, 2.88880], [-0.70818, 1.78100, 1.56798], [-1.42785, 2.73664, 0.93042], [-2.09134, 3.76661, 1.61597], [-2.76569, 4.77047, 0.84357], [-2.79890, 4.71180, -0.50484], [-2.16881, 3.64105, -1.22263], [-2.18064, 3.52934, -2.61325], [-1.53066, 2.46724, -3.23338], [-0.88949, 1.53817, -2.39646], [-0.85084, 1.60743, -1.07267], [-1.48521, 2.65810, -0.48639], [-1.47721, 2.31040, -4.67628], [-0.99466, 1.25190, -5.41375], [-1.05737, 1.46510, -6.80305], [-1.58895, 2.68218, -7.11719], [-2.02229, 3.57211, -5.73785], [-2.05011, 3.75166, 3.01213], [-1.88264, 3.42133, 8.51589], [-0.68335, 1.13345, 8.04991], [-0.39480, 0.70835, 5.49980], [-0.14359, 1.00150, 3.37318], [-3.24079, 5.58857, 1.36894], [-3.30416, 5.47924, -1.07642], [-2.69562, 4.27405, -3.20721], [-0.35399, 0.72224, -2.85893], [-0.62045, 0.33118, -4.98528], [-0.71812, 0.75741, -7.54381], [-1.74655, 3.10327, -8.09712], [-2.54453, 4.53790, 3.56883], [2.09129, 0.17007, 1.72888], [1.69918, -0.91760, 2.96772], [2.46769, -1.06087, 4.03015], [1.98248, -1.81181, 5.18533], [1.18292, -3.01019, 4.74447], [0.18246, -2.63566, 3.74484], [-1.09010, -3.36860, 3.81343], [-1.82488, -2.98533, 5.07909], [-2.35148, -1.70268, 5.20726], [-2.99745, -1.32989, 6.37540], [-3.11837, -2.23524, 7.42175], [-2.60452, -3.51720, 7.29466], [-1.95245, -3.88935, 6.12694], [0.43968, -1.69238, 2.86420], [-0.61166, -1.40110, 1.56095], [3.79441, -0.45218, 4.17422], [4.85842, -1.52840, 4.18451], [5.05296, -2.31399, 3.05153], [6.05521, -3.26988, 3.03173], [6.86343, -3.44877, 4.14755], [6.66360, -2.67762, 5.28149], [5.65672, -1.72218, 5.30467], [1.37814, -1.14902, 5.81347], [2.84112, -2.14694, 5.76475], [0.66358, -3.43895, 5.59901], [1.84398, -3.77305, 4.32154], [-0.87044, -4.43815, 3.81015], [-1.67887, -3.12434, 2.93386], [-2.26854, -0.99734, 4.38526], [-3.41235, -0.33474, 6.46920], [-3.61405, -1.94138, 8.33693], [-2.71033, -4.22853, 8.10220], [-1.55847, -4.89434, 6.02482], [3.81776, 0.11567, 5.10660], [3.95687, 0.22993, 3.34588], [4.42629, -2.16624, 2.17727], [6.21674, -3.86700, 2.14437], [7.64648, -4.19428, 4.13272], [7.29839, -2.80751, 6.14720], [5.51167, -1.11065, 6.18757], [-1.00944, -1.91907, -1.79629], [-1.50180, -3.15747, -3.47876], [-0.89396, -4.38443, -3.68970], [-1.41157, -5.22178, -4.66792], [-2.51600, -4.82827, -5.41111], [-3.10466, -3.59064, -5.19467], [-2.59776, -2.74082, -4.22249], [-2.35966, -3.03989, -0.60936], [-3.42226, -2.31008, -0.09035], [-4.45327, -2.99288, 0.53707], [-4.39319, -4.37388, 0.65785], [-3.30511, -5.08201, 0.16059], [-2.27822, -4.41875, -0.49249], [-0.02667, -4.69248, -3.12067], [-0.94950, -6.18486, -4.83638], [-2.91950, -5.48960, -6.16554], [-3.96471, -3.28274, -5.77328], [-3.05572, -1.77337, -4.04620], [-3.43759, -1.22856, -0.17465], [-5.30074, -2.44609, 0.92742], [-5.20464, -4.90522, 1.13616], [-3.25656, -6.15673, 0.27286], [-1.43649, -4.96628, -0.89618], [3.74880, -0.87847, -3.50049], [2.88196, -1.85213, -2.87590], [2.03415, -1.49072, -1.97069], [1.12283, -2.91505, -1.37557], [1.85439, 0.06871, -1.44348], [4.28900, -1.41791, -4.26998], [4.43753, -0.46302, -2.76551], [3.15639, -0.07287, -3.93363]], "charge": 3, "homo_energy_ev": [-14.3, -14.3], "lumo_ha": [-0.3155, -0.3174], "energy_ev": -166232.094, "homo_lumo_gap_ev": [5.7, 5.6], "spin_multiplicity": 2, "max_force_ev_per_a": 1.6}

Record 2
{"formula": "C52H44BrNO4P2SScSi", "method": "ωB97M-V with the def2-TZVPD basis set", "symbols": ["Sc", "C", "Si", "C", "C", "C", "C", "C", "C", "P", "C", "C", "C", "C", "C", "C", "C", "C", "C", "C", "C", "C", "C", "C", "C", "C", "C", "C", "P", "C", "C", "C", "C", "C", "C", "C", "C", "C", "C", "C", "C", "H", "H", "H", "H", "H", "H", "H", "H", "H", "H", "H", "H", "H", "H", "H", "H", "H", "H", "H", "H", "H", "H", "H", "H", "H", "H", "H", "H", "H", "H", "H", "C", "C", "C", "C", "C", "C", "C", "S", "O", "O", "N", "C", "C", "O", "O", "H", "H", "H", "H", "H", "H", "H", "H", "H", "Br", "C", "C", "C", "C", "C", "C", "H", "H", "H", "H"], "coordinates": [[-0.83109, -0.29621, 0.83554], [0.61924, 2.06826, 3.64631], [1.22517, 1.04882, 2.15844], [2.00901, 2.43794, 1.05843], [3.08010, 3.21407, 1.52804], [3.57614, 4.29318, 0.82218], [2.98741, 4.65931, -0.38542], [1.93470, 3.91409, -0.87565], [1.46779, 2.79052, -0.18286], [0.11522, 1.75158, -0.87378], [-1.11330, 3.01876, -1.34824], [-1.79360, 3.01613, -2.56115], [-2.79960, 3.94209, -2.80496], [-3.14321, 4.87027, -1.83467], [-2.48107, 4.86737, -0.61285], [-1.47624, 3.94652, -0.37044], [0.74605, 1.14221, -2.48365], [1.13974, 1.97559, -3.53306], [1.56729, 1.44689, -4.73892], [1.59993, 0.06996, -4.92086], [1.21371, -0.76774, -3.88956], [0.79547, -0.23331, -2.67853], [2.78561, 0.16198, 2.85257], [3.46377, 0.65103, 3.97847], [4.59811, 0.03898, 4.48325], [5.09495, -1.10757, 3.87477], [4.43578, -1.63131, 2.77818], [3.29037, -1.01395, 2.27182], [2.40956, -1.73627, 0.82529], [2.71840, -3.52604, 1.07905], [1.73381, -4.21202, 1.78813], [1.86531, -5.56305, 2.06697], [2.98745, -6.25358, 1.63178], [3.97293, -5.58454, 0.91925], [3.83868, -4.23101, 0.64437], [3.55365, -1.29729, -0.53933], [4.20436, -0.06343, -0.52257], [4.94086, 0.36457, -1.61737], [5.06098, -0.44329, -2.73857], [4.42118, -1.67444, -2.76389], [3.65877, -2.08796, -1.68295], [1.35040, 2.79997, 3.99916], [0.35203, 1.41146, 4.47626], [-0.28592, 2.60811, 3.36412], [3.53510, 2.96538, 2.47863], [4.40562, 4.86621, 1.21817], [3.34486, 5.52231, -0.93278], [1.45786, 4.22247, -1.79606], [-1.56264, 2.27106, -3.31095], [-3.32398, 3.92414, -3.75171], [-3.93192, 5.58725, -2.02353], [-2.75403, 5.57760, 0.15661], [-0.97655, 3.93671, 0.59076], [1.08905, 3.04885, -3.42287], [1.86462, 2.10980, -5.54140], [1.92387, -0.34558, -5.86662], [1.23175, -1.84084, -4.02184], [0.48165, -0.90384, -1.88593], [3.08428, 1.52851, 4.48497], [5.09269, 0.44961, 5.35542], [5.97842, -1.59786, 4.26375], [4.80577, -2.54063, 2.32147], [0.84498, -3.68559, 2.10420], [1.07693, -6.07449, 2.60193], [3.08877, -7.31193, 1.83656], [4.85164, -6.11583, 0.57564], [4.61901, -3.72196, 0.09096], [4.12384, 0.57742, 0.34717], [5.42069, 1.33461, -1.58982], [5.63926, -0.11128, -3.59103], [4.49728, -2.30788, -3.63883], [3.13633, -3.03696, -1.73200], [-7.71055, -0.82653, -0.72225], [-6.53246, -0.57338, 0.17662], [-5.53252, -1.51884, 0.32606], [-4.40326, -1.25456, 1.09175], [-4.28741, -0.04120, 1.74622], [-5.29983, 0.90925, 1.63563], [-6.40290, 0.64307, 0.84926], [-2.81776, 0.46755, 2.61449], [-3.27889, 1.13310, 3.80138], [-2.10285, 1.33686, 1.62553], [-1.79100, -0.68256, 2.75946], [-2.02260, -2.06116, 3.13520], [-1.54785, -2.96228, 1.98034], [-1.82537, -4.14756, 1.98382], [-0.84366, -2.34071, 1.08316], [-7.68058, -1.83368, -1.13434], [-7.70909, -0.12839, -1.56098], [-8.65241, -0.70115, -0.18542], [-5.60054, -2.46034, -0.20336], [-3.61853, -1.99091, 1.12023], [-5.20356, 1.85388, 2.15134], [-7.17727, 1.39348, 0.74505], [-3.06240, -2.29537, 3.37765], [-1.42515, -2.31488, 4.01938], [-5.45080, -1.22767, -4.38839], [-4.12821, -0.94462, -3.03867], [-4.09733, 0.26221, -2.36614], [-3.14325, 0.44165, -1.36915], [-2.20405, -0.53755, -1.01330], [-2.28699, -1.73352, -1.74171], [-3.23122, -1.95577, -2.74054], [-4.80861, 1.04364, -2.60331], [-3.16492, 1.38831, -0.83302], [-1.61675, -2.55488, -1.49700], [-3.27445, -2.89945, -3.26892]], "charge": -1, "homo_energy_ev": -4.4, "lumo_ha": 0.0873, "energy_ev": -192357.910, "homo_lumo_gap_ev": 6.8, "max_force_ev_per_a": 0.5}